[1]
Formula: C3H2BrCl
Source: OMol25
Level of theory: wB97M-V/def2-TZVPD

Atoms and positions in Å:
Cl  2.0107  1.5980  0.2163
C  1.3546  0.2261  -0.5131
C  0.0800  0.0110  -0.1651
C  -1.0394  -0.3511  0.3279
Br  -3.2481  -0.0780  0.0829
H  1.8083  -0.3532  -1.2229
H  -0.9660  -1.0528  1.2740

Calculated values
- Net charge: 0
- E_HOMO: -9.70 eV
- E_LUMO: -1.20 eV
- SMILES: ClC=C=CBr
- Energy above the lowest of the compared OMol25 structures with the same formula, charge and spin: 79.79 kJ/mol

These are the Mulliken partial charges, in e, on atoms 1 to 5: -0.122 -0.268 0.457 -0.552 -0.167

[2]
Formula: C38H25BrF2N4OPSe2Ti
Source: OMol25
Level of theory: wB97M-V/def2-TZVPD

Atoms and positions in Å:
Ti  -0.4458  -0.2316  -0.8476
F  0.4224  -3.7178  3.2486
C  0.4193  -3.4883  1.9274
C  -0.0309  -2.2659  1.4591
C  -0.0467  -2.0432  0.0904
C  0.3917  -3.0402  -0.7956
C  0.8527  -4.2402  -0.2650
F  1.3146  -5.2111  -1.0728
C  0.8756  -4.4890  1.0925
C  0.3525  -2.7178  -2.2375
C  0.4179  -3.6467  -3.2710
C  0.3522  -3.2128  -4.5814
C  0.2317  -1.8584  -4.8536
C  0.1537  -0.9859  -3.7924
N  0.2047  -1.3986  -2.5159
H  -0.3706  -1.5203  2.1682
H  1.2313  -5.4319  1.4803
H  0.5078  -4.6958  -3.0440
H  0.3950  -3.9321  -5.3879
H  0.1787  -1.4823  -5.8643
H  0.0294  0.0803  -3.9382
Se  -0.9324  2.1224  -2.1039
P  -2.9000  1.3578  -1.5354
Se  -2.8311  -0.8441  -1.5045
C  -3.4866  1.9438  0.0746
C  -3.4960  1.1383  1.2076
C  -3.9587  1.6419  2.4136
C  -4.4168  2.9490  2.4943
C  -4.4103  3.7573  1.3657
C  -3.9480  3.2579  0.1599
C  -4.1371  1.9266  -2.7132
C  -5.3057  1.1881  -2.8829
C  -6.3206  1.6861  -3.6834
C  -6.1714  2.9164  -4.3086
C  -5.0007  3.6442  -4.1516
C  -3.9771  3.1497  -3.3576
H  -3.1621  0.1093  1.1507
H  -3.9684  1.0076  3.2894
H  -4.7905  3.3348  3.4334
H  -4.7727  4.7745  1.4207
H  -3.9513  3.8991  -0.7125
H  -5.4232  0.2271  -2.3977
H  -7.2274  1.1134  -3.8202
H  -6.9687  3.3058  -4.9274
H  -4.8806  4.5951  -4.6525
H  -3.0525  3.7042  -3.2546
Br  4.8017  -4.5831  4.0015
C  4.8552  -2.7088  3.8164
C  6.0734  -2.0748  3.6436
C  6.0952  -0.6950  3.5242
C  4.9176  0.0437  3.5313
C  3.6988  -0.6063  3.7234
C  3.6729  -1.9835  3.8749
N  5.1954  1.4656  3.3901
N  4.4374  2.2843  2.8641
C  3.1599  1.8910  2.3263
C  2.0044  2.3787  2.8638
C  0.7414  2.0335  2.3172
C  0.6942  1.2187  1.2287
O  -0.4439  0.7627  0.6318
C  1.8814  0.8059  0.5941
N  1.7214  0.1153  -0.5783
C  2.7986  -0.2776  -1.2213
C  4.0980  -0.0154  -0.7534
C  4.2660  0.6784  0.4125
C  3.1307  1.1230  1.1276
H  6.9906  -2.6456  3.6224
H  7.0324  -0.1666  3.4110
H  2.7702  -0.0660  3.7976
H  2.7355  -2.4938  4.0403
H  2.0554  3.0162  3.7363
H  -0.1746  2.3936  2.7652
H  2.6416  -0.8177  -2.1466
H  4.9443  -0.3541  -1.3324
H  5.2576  0.9012  0.7847

Calculated values
- Net charge: +1
- E_HOMO: -10.81 eV
- E_LUMO: -4.04 eV
- Energy above the lowest of the compared OMol25 structures with the same formula, charge and spin: 31.27 kJ/mol

These are the Mulliken partial charges, in e, on atoms 1 to 5: -1.078 -0.415 0.111 -0.290 1.122

[3]
Formula: C6H12N2
Source: OMol25
Level of theory: wB97M-V/def2-TZVPD

Atoms and positions in Å:
C  -0.1026  1.4626  0.1331
C  -0.0877  -2.1540  0.9808
C  -2.1889  -0.0166  0.6677
C  1.5696  1.1064  -1.8470
C  -0.7439  0.1227  0.3369
C  1.2673  1.0596  -0.3792
N  0.1617  -0.8447  0.4100
N  1.6847  -0.0005  0.3573
H  2.3887  -0.5849  -0.0868
H  -0.0474  2.0189  1.0897
H  -0.6559  2.0730  -0.5881
H  -1.1067  -2.4895  0.7869
H  0.5884  -2.8674  0.5084
H  0.0720  -2.1378  2.0606
H  -2.3569  -0.0674  1.7510
H  -2.7413  0.8592  0.3137
H  -2.6341  -0.8985  0.2086
H  1.1616  2.0168  -2.2856
H  2.6437  1.0988  -2.0451
H  1.1275  0.2432  -2.3727

Calculated values
- Net charge: 0
- E_HOMO: -5.92 eV
- E_LUMO: 0.85 eV
- Energy above the lowest of the compared OMol25 structures with the same formula, charge and spin: 377.70 kJ/mol

These are the Mulliken partial charges, in e, on atoms 1 to 5: -0.456 -0.950 -1.419 -1.323 0.591

[4]
Formula: C4H13N3O
Source: OMol25
Level of theory: wB97M-V/def2-TZVPD

Atoms and positions in Å:
C  -1.1454  1.3031  -0.4920
C  -0.5696  0.1162  0.3206
C  0.8598  0.3500  0.7139
C  1.3007  0.3095  1.9680
N  2.6464  0.5838  2.2955
N  1.7477  0.3603  -0.3824
N  -1.2563  0.9307  -1.9150
H  -0.4534  2.1372  -0.4180
H  -2.1115  1.5710  -0.0533
H  -1.0858  0.0138  1.2695
H  -0.7024  -0.7743  -0.2882
H  0.6880  0.0815  2.8187
H  3.0056  0.0838  3.0929
H  3.2975  0.5482  1.5293
H  1.2674  0.4915  -1.2606
H  2.4599  1.0822  -0.3598
H  -2.1932  0.5608  -2.1009
H  -1.3653  1.7869  -2.4658
H  -2.4628  -4.3154  -1.9625
H  -1.4868  -3.5462  -1.0779
O  -2.4407  -3.6746  -1.2319

Calculated values
- Net charge: -1
- E_HOMO (alpha / beta): 1.30 / -4.36 eV
- E_LUMO (alpha / beta): 3.58 / 3.49 eV
- <S²>: 0.750
- 2S+1: 2
- Energy above the lowest of the compared OMol25 structures with the same formula, charge and spin: 77.84 kJ/mol

These are the Mulliken partial charges, in e, on atoms 1 to 5: -0.702 -0.703 0.619 -0.741 -0.489